i | The following is a DFT calculation (ωB97M-V/def2-TZVPD) of a cluster of 32 separate species, H64O32 in total.

Summary:
- multiplicity = 1
- HOMO energy (eV) = -10.9084
- HOMO-LUMO gap (eV) = 10.98

Each line ends with the Mulliken charge.
Cartesian coordinates (Å):
O (-0.197, 1.158, 0.680)  -0.24
H (0.138, 0.326, 0.368)  0.30
H (-0.773, 1.454, -0.011)  0.17
O (-4.816, -3.068, -0.233)  -0.74
H (-4.844, -2.201, -0.642)  0.45
H (-4.662, -2.922, 0.700)  0.33
O (2.108, -4.368, -2.601)  -0.71
H (1.384, -4.693, -1.956)  0.46
H (1.806, -4.751, -3.497)  0.32
O (-0.587, -3.126, 1.763)  -0.61
H (-0.326, -3.146, 2.713)  0.37
H (-1.570, -3.207, 1.669)  0.17
O (-4.748, -0.562, -1.548)  -0.66
H (-4.438, -0.888, -2.388)  0.29
H (-4.443, 0.328, -1.378)  0.36
O (-2.682, 1.428, -1.046)  -0.84
H (-3.054, 2.352, -0.895)  0.47
H (-2.533, 1.433, -2.018)  0.33
O (-4.886, -1.354, 2.059)  -0.62
H (-4.694, -0.380, 2.070)  0.31
H (-5.858, -1.324, 2.118)  0.30
O (-0.070, 0.746, 3.439)  -0.74
H (0.629, 0.127, 3.657)  0.38
H (-0.032, 0.930, 2.457)  0.40
O (1.460, -1.721, -3.003)  -0.58
H (1.144, -1.368, -2.171)  0.23
H (1.517, -2.643, -2.806)  0.34
O (-0.197, -3.693, -4.922)  -0.60
H (-0.407, -3.579, -5.850)  0.30
H (0.225, -2.920, -4.644)  0.30
O (-2.166, -0.935, 4.004)  -0.60
H (-1.538, -0.194, 3.825)  0.42
H (-2.898, -0.897, 3.398)  0.28
O (-0.358, 4.069, -2.441)  -0.67
H (0.159, 3.187, -2.680)  0.44
H (0.041, 4.722, -3.052)  0.26
O (2.215, 4.001, 2.290)  -0.58
H (2.040, 3.812, 3.255)  0.34
H (1.594, 4.684, 1.981)  0.30
O (-1.950, 0.961, -3.605)  -0.76
H (-1.041, 1.188, -3.500)  0.33
H (-1.982, -0.011, -3.730)  0.29
O (-3.444, 0.893, 1.482)  -0.67
H (-2.848, 1.587, 1.924)  0.23
H (-3.156, 0.710, 0.573)  0.47
O (-3.474, -2.397, -3.271)  -0.55
H (-2.966, -3.071, -2.831)  0.27
H (-3.751, -2.899, -4.014)  0.26
O (4.878, -1.637, 2.091)  -0.68
H (4.755, -0.723, 1.775)  0.30
H (5.667, -1.518, 2.638)  0.29
O (1.225, -1.172, 0.590)  -0.26
H (0.442, -1.606, 1.002)  0.21
H (1.850, -1.953, 0.499)  0.04
O (-2.519, -4.384, -0.413)  -0.58
H (-2.637, -5.353, -0.378)  0.26
H (-3.382, -3.891, -0.367)  0.40
O (3.256, -3.257, 0.666)  -0.57
H (3.650, -2.767, 1.358)  0.33
H (3.759, -2.992, -0.127)  0.28
O (3.284, 0.776, 1.692)  -0.73
H (2.753, 1.570, 1.907)  0.16
H (2.683, 0.098, 1.511)  0.36
O (-0.431, -2.753, 4.575)  -0.72
H (-0.710, -3.433, 5.228)  0.27
H (-1.284, -2.161, 4.433)  0.43
O (-2.743, 4.230, -1.097)  -0.63
H (-3.406, 4.802, -1.517)  0.33
H (-2.010, 4.312, -1.695)  0.37
O (1.845, -1.263, 4.229)  -0.62
H (1.338, -1.942, 4.671)  0.29
H (2.716, -1.505, 3.907)  0.27
O (2.877, 0.755, -3.622)  -0.72
H (2.742, -0.212, -3.655)  0.36
H (3.445, 0.895, -2.832)  0.37
O (3.524, 1.688, -1.057)  -0.54
H (3.657, 1.399, -0.132)  0.32
H (3.939, 2.559, -1.084)  0.26
O (4.016, 4.356, 0.272)  -0.66
H (3.353, 4.932, -0.167)  0.23
H (3.591, 4.342, 1.182)  0.46
O (2.055, 5.482, -3.223)  -0.56
H (2.218, 6.104, -3.930)  0.28
H (2.509, 5.666, -2.421)  0.29
O (0.525, -4.619, -0.435)  -0.68
H (-0.389, -4.274, -0.524)  0.35
H (0.813, -4.365, 0.435)  0.23
O (0.289, 4.880, 0.717)  -0.65
H (-0.637, 4.991, 0.923)  0.29
H (0.293, 4.196, 0.045)  0.28
O (1.362, 2.843, 4.808)  -0.74
H (2.198, 2.404, 4.665)  0.29
H (0.622, 2.328, 4.302)  0.46
O (0.632, 1.573, -2.560)  -0.43
H (1.441, 1.166, -2.947)  0.34
H (0.872, 1.654, -1.629)  0.06



ii | The following is a DFT calculation (ωB97M-V/def2-TZVPD) of a cluster of 32 separate species, H64O32 in total.

Summary:
- multiplicity = 1
- HOMO energy (eV) = -10.9160
- HOMO-LUMO gap (eV) = 10.95

Each line ends with the Mulliken charge.
Cartesian coordinates (Å):
O (0.587, 4.531, 3.101)  -0.62
H (0.902, 4.570, 4.002)  0.27
H (1.377, 4.198, 2.590)  0.31
O (1.065, -3.851, 1.167)  -0.70
H (1.310, -3.859, 0.273)  0.25
H (0.248, -3.260, 1.130)  0.54
O (1.713, -1.664, 2.575)  -0.61
H (1.846, -2.595, 2.331)  0.29
H (1.414, -1.734, 3.512)  0.21
O (1.794, 2.559, -1.334)  -0.56
H (1.481, 3.517, -1.358)  0.29
H (1.815, 2.348, -0.363)  0.18
O (-2.243, 5.430, -0.945)  -0.74
H (-3.040, 4.974, -1.303)  0.42
H (-2.597, 6.303, -0.620)  0.31
O (-0.114, -0.768, -5.019)  -0.61
H (-0.446, -1.081, -4.105)  0.35
H (-0.690, -1.148, -5.674)  0.26
O (4.373, -2.853, -5.438)  -0.64
H (3.969, -1.962, -5.397)  0.37
H (3.917, -3.415, -6.065)  0.30
O (4.313, -3.768, -2.326)  -0.72
H (4.590, -3.130, -1.675)  0.34
H (4.325, -3.274, -3.179)  0.38
O (-3.822, 0.814, 4.111)  -0.65
H (-3.310, 0.895, 3.278)  0.39
H (-3.694, 1.625, 4.590)  0.28
O (3.181, 1.791, -3.814)  -0.64
H (2.862, 2.100, -2.935)  0.30
H (3.105, 2.512, -4.434)  0.28
O (-3.184, 1.608, -1.129)  -0.64
H (-3.774, 0.830, -1.094)  0.29
H (-2.646, 1.414, -1.889)  0.41
O (-1.379, -1.014, -2.149)  -0.69
H (-0.575, -0.843, -1.656)  0.22
H (-1.867, -1.823, -1.776)  0.29
O (-4.663, 4.383, -1.677)  -0.69
H (-5.110, 4.406, -2.525)  0.31
H (-4.552, 3.432, -1.500)  0.35
O (3.362, -1.161, -0.004)  -0.77
H (3.167, -1.631, 0.806)  0.30
H (2.497, -0.812, -0.283)  0.41
O (1.844, -3.513, -1.518)  -0.68
H (1.558, -2.794, -2.109)  0.16
H (2.763, -3.748, -1.964)  0.41
O (2.626, -0.864, -4.441)  -0.80
H (1.973, -0.965, -5.118)  0.33
H (2.873, 0.087, -4.374)  0.37
O (-2.737, -3.183, -0.913)  -0.77
H (-2.229, -3.124, -0.081)  0.35
H (-2.304, -3.957, -1.300)  0.34
O (0.118, -4.824, 3.628)  -0.70
H (0.454, -4.764, 2.710)  0.35
H (-0.837, -5.064, 3.542)  0.32
O (-2.095, 1.661, 1.850)  -0.59
H (-2.612, 1.401, 1.086)  0.33
H (-2.045, 2.675, 1.774)  0.32
O (1.327, -0.424, -1.907)  0.51
H (1.845, -0.606, -2.698)  0.02
H (1.440, 0.517, -1.625)  0.03
O (-1.441, -2.378, 1.457)  -0.35
H (-1.129, -1.495, 1.302)  0.29
H (-1.857, -2.450, 2.368)  0.18
O (-4.337, -0.844, 0.166)  -0.60
H (-3.801, -1.553, -0.203)  0.38
H (-4.972, -1.231, 0.781)  0.26
O (3.181, 3.092, 3.178)  -0.61
H (3.552, 2.792, 4.037)  0.30
H (3.401, 2.372, 2.575)  0.42
O (-1.405, 1.610, -3.477)  -0.71
H (-0.554, 1.977, -3.162)  0.31
H (-1.396, 0.650, -3.218)  0.27
O (-1.915, 4.162, 1.854)  -0.62
H (-1.114, 4.297, 2.365)  0.42
H (-1.807, 4.531, 0.947)  0.30
O (-0.796, -5.471, -1.522)  -0.70
H (-0.800, -5.901, -0.655)  0.31
H (0.075, -5.051, -1.573)  0.35
O (-1.651, 3.570, 4.920)  -0.66
H (-1.546, 2.832, 4.263)  0.25
H (-2.386, 4.052, 4.363)  0.37
O (0.566, 5.329, -1.850)  -0.70
H (0.747, 5.748, -0.970)  0.31
H (-0.404, 5.137, -1.765)  0.39
O (3.750, 1.239, 1.110)  -0.69
H (3.618, 0.251, 1.268)  0.32
H (4.718, 1.208, 0.849)  0.33
O (0.151, -0.093, 0.753)  -0.44
H (0.670, -0.426, 1.464)  0.18
H (-0.438, 0.673, 1.071)  0.22
O (-2.592, -2.401, 3.994)  -0.64
H (-2.052, -2.382, 4.774)  0.31
H (-3.163, -1.636, 4.001)  0.27
O (0.458, -2.762, 5.259)  -0.65
H (0.774, -2.923, 6.157)  0.28
H (0.422, -3.625, 4.778)  0.46



So which one is most stable? That would be ii, about 19.6 kJ/mol below the next structure.



i | The following is a DFT calculation (ωB97M-V/def2-TZVPD) of the molecule C3H9N5.

Summary:
- multiplicity = 1
- HOMO energy (eV) = -8.5666
- HOMO-LUMO gap (eV) = 9.56
- SMILES = [H]/N=C(\NN)N/N=C/C

Each line ends with the natural charge from an NBO analysis.
Cartesian coordinates (Å):
C (2.928, 0.726, -0.634)  -0.65
C (1.832, 0.193, 0.295)  0.04
C (-1.723, -0.098, 0.823)  0.56
H (3.278, 1.693, -0.232)  0.22
H (3.709, -0.003, -0.743)  0.22
H (2.513, 0.881, -1.608)  0.22
H (2.220, -0.375, 1.190)  0.16
H (0.012, -0.246, 1.831)  0.38
H (-3.384, -0.030, 1.837)  0.35
H (-3.181, 0.142, -0.558)  0.38
H (-0.728, -0.408, -1.666)  0.37
H (-1.509, -1.732, -1.260)  0.33
N (0.576, 0.259, -0.038)  -0.25
N (-0.279, -0.185, 0.880)  -0.46
N (-2.355, 0.082, 1.933)  -0.77
N (-2.219, -0.110, -0.463)  -0.49
N (-1.689, -0.789, -1.587)  -0.62



ii | The following is a DFT calculation (ωB97M-V/def2-TZVPD) of a structure of composition C3H9N5.

Summary:
- multiplicity = 1
- HOMO energy (eV) = -7.9718
- HOMO-LUMO gap (eV) = 8.90

Each line ends with the natural charge from an NBO analysis.
Cartesian coordinates (Å):
C (0.255, 1.958, 0.803)  -0.66
N (-0.401, -0.387, -0.101)  -0.01
C (1.051, -0.767, -0.451)  0.55
N (-1.389, -0.880, -1.011)  -0.66
N (-0.750, -0.699, 1.219)  -0.64
C (0.258, 1.102, -0.436)  0.20
N (1.448, 0.437, -0.800)  -0.65
N (1.343, -1.998, -0.362)  -0.86
H (-1.213, -0.474, -1.927)  0.37
H (-1.229, -1.886, -1.095)  0.38
H (-0.428, -1.650, 1.409)  0.39
H (-1.758, -0.653, 1.314)  0.37
H (2.307, -2.207, -0.589)  0.37
H (-0.295, 1.576, -1.260)  0.17
H (0.858, 2.843, 0.593)  0.24
H (-0.757, 2.269, 1.059)  0.21
H (0.699, 1.417, 1.635)  0.24



So which one is most stable? That would be i, about 103.2 kJ/mol below the next structure.